174
Properties=species:S:1:pos:R:3:forces:R:3:lowdin_spin:R:1 method="wB97M-V/def2-TZVPD" fmax_ev_per_a=3.98 homo_lumo_gap_ev="1.4 / 9.1" de_lowest_kcal_mol=0.0 spin_multiplicity=2 total_charge=-1
C -0.038 4.093 -0.361 -0.73 0.90 -0.85 0.002
C -0.954 5.054 -1.219 2.17 -0.73 1.74 0.005
O -2.061 4.337 -1.553 -2.69 -0.69 -0.79 0.001
C -3.094 4.972 -2.375 1.68 -0.92 0.29 0.002
C -4.323 4.030 -2.404 0.18 1.51 -0.31 0.001
H 0.157 3.202 -0.958 0.39 0.07 -0.03 0.000
H 0.859 4.669 -0.133 0.26 -0.38 -0.01 0.001
H -0.488 3.742 0.567 -0.28 0.29 -0.02 0.000
H -1.161 5.923 -0.593 -0.34 0.37 -0.10 0.001
H -0.350 5.354 -2.075 -0.11 0.21 -0.37 0.003
H -3.215 6.006 -2.051 -0.83 -0.08 0.72 0.000
H -2.631 5.164 -3.343 -0.15 -0.62 -0.55 0.001
H -4.984 4.269 -1.571 0.06 -0.29 0.12 0.000
H -4.106 2.963 -2.448 0.44 0.18 0.17 0.000
H -4.881 4.255 -3.313 -0.13 0.00 -0.04 0.000
C 2.761 -3.678 6.296 0.19 0.08 0.21 0.001
C 1.845 -3.029 5.254 0.28 -1.04 1.05 0.001
O 1.061 -4.138 4.712 0.72 1.63 0.43 0.002
C -0.222 -3.706 4.296 1.85 1.93 -0.94 0.000
C -1.152 -4.759 4.427 -1.98 -3.45 0.03 0.000
H 3.467 -3.066 6.859 -0.24 0.89 -0.34 0.000
H 2.061 -4.024 7.056 0.32 -0.76 -0.01 0.000
H 3.437 -4.438 5.902 -0.59 -0.43 -0.18 0.000
H 1.190 -2.399 5.856 -0.33 0.27 -0.26 0.000
H 2.367 -2.382 4.549 -0.13 -0.41 -0.55 0.000
H -0.531 -2.826 4.860 0.03 0.24 0.03 0.000
H -0.205 -3.471 3.232 0.29 0.69 -0.22 0.000
H -1.114 -5.220 5.414 -0.57 0.26 0.24 0.000
H -0.910 -5.588 3.762 0.39 -0.12 -0.16 0.000
H -2.144 -4.494 4.060 -0.24 0.27 0.60 0.000
C -1.317 3.630 5.651 -0.26 -2.16 -0.37 0.000
C -0.621 2.506 6.447 -1.39 0.42 0.56 0.000
O -1.340 1.244 6.303 0.56 2.11 0.42 0.000
C -0.857 0.236 7.147 1.67 -0.61 -1.46 0.000
C -1.857 -0.832 7.089 -0.70 -0.80 0.79 0.000
H -0.702 4.530 5.627 -0.38 -0.03 -0.07 0.000
H -1.546 3.202 4.675 0.56 0.47 -0.58 0.000
H -2.328 3.709 6.049 0.21 0.74 0.48 0.000
H 0.447 2.418 6.247 0.01 -0.24 -0.17 0.000
H -0.803 2.825 7.473 0.67 -0.24 0.46 0.000
H 0.053 -0.164 6.699 0.51 -0.06 -0.31 0.000
H -0.497 0.434 8.156 -0.75 1.03 0.33 0.000
H -2.784 -0.404 7.468 -0.31 -0.47 0.03 0.000
H -1.504 -1.625 7.749 -0.37 -0.30 -0.02 0.000
H -2.000 -1.222 6.081 -0.02 0.10 0.04 0.000
C -4.203 -6.689 -2.646 0.00 0.29 0.45 0.000
C -4.898 -5.817 -1.582 1.40 0.27 0.19 0.000
O -3.854 -5.046 -0.955 0.39 -0.02 0.19 0.000
C -4.082 -4.158 0.166 0.47 -0.98 -0.55 0.000
C -2.745 -3.582 0.584 0.13 0.73 -0.67 0.001
H -3.517 -7.391 -2.172 -0.15 -0.08 0.18 0.000
H -4.944 -7.255 -3.211 0.02 0.05 -0.09 0.000
H -3.571 -6.106 -3.316 -0.31 0.20 -0.12 0.000
H -5.616 -5.134 -2.037 -0.31 -0.07 0.04 0.000
H -5.353 -6.490 -0.855 -0.39 0.16 0.15 0.000
H -4.749 -3.364 -0.168 -0.36 -0.03 0.38 0.000
H -4.386 -4.723 1.047 -1.04 -0.06 -0.15 0.000
H -2.249 -3.249 -0.327 0.47 -0.27 0.05 0.000
H -2.138 -4.261 1.183 0.04 -0.12 -0.34 0.000
H -2.862 -2.661 1.155 -0.30 -0.03 0.26 0.000
C 2.438 -1.071 -4.858 0.64 -1.06 -0.85 0.017
C 3.581 -1.133 -5.881 -0.03 0.02 -0.19 0.027
O 3.298 -1.935 -7.075 -0.01 -0.36 1.44 0.006
C 4.448 -2.664 -7.490 0.53 0.02 0.49 0.011
C 5.389 -1.687 -8.096 -0.05 0.79 -1.13 0.022
H 1.487 -0.800 -5.317 0.10 0.49 0.20 0.000
H 2.313 -2.071 -4.442 -0.03 -0.05 0.08 0.011
H 2.787 -0.451 -4.032 -0.38 0.33 -0.10 0.007
H 3.896 -0.130 -6.169 -0.40 0.26 -0.38 0.003
H 4.476 -1.485 -5.367 0.04 -0.56 0.02 0.038
H 4.999 -3.168 -6.696 -0.47 0.00 0.78 0.010
H 4.221 -3.481 -8.175 -0.68 0.28 -0.21 0.000
H 5.495 -0.806 -7.463 0.46 -0.26 0.20 0.010
H 4.867 -1.299 -8.971 0.29 0.08 -0.41 0.001
H 6.351 -2.109 -8.385 0.03 0.09 0.08 0.003
C 0.872 -0.512 -1.021 -0.70 0.46 1.16 0.010
C 1.132 -1.034 0.403 1.01 -0.29 0.08 0.010
O 0.858 -0.200 1.536 -0.83 -0.74 -0.56 0.002
C -0.490 -0.278 1.987 1.08 1.30 0.63 0.000
C -0.619 0.636 3.230 -1.16 -0.19 -1.05 0.000
H 0.275 -1.187 -1.635 0.44 -0.33 -0.08 0.001
H 0.213 0.346 -0.896 0.37 0.62 -0.38 0.000
H 1.870 -0.304 -1.407 -0.52 0.38 -0.68 0.009
H 0.670 -2.017 0.498 0.01 -0.16 0.47 0.002
H 2.218 -1.111 0.457 -0.03 -0.61 0.20 0.007
H -1.131 0.050 1.168 -0.43 0.18 0.09 0.000
H -0.820 -1.268 2.300 0.44 -0.53 -0.23 0.000
H -1.580 0.313 3.630 0.01 0.21 0.69 0.000
H -0.763 1.682 2.962 0.22 0.05 -0.18 0.000
H 0.163 0.584 3.988 0.03 -0.47 -0.24 0.000
C 1.706 2.204 -7.471 0.27 -0.11 -0.46 0.006
C 1.595 2.110 -6.003 0.05 1.80 1.40 0.006
O 0.268 1.795 -5.656 0.12 -1.86 0.15 0.002
C -0.276 2.208 -4.426 -1.36 0.31 0.63 0.002
C -1.226 1.123 -3.817 0.21 0.05 -0.36 0.000
H 2.666 2.694 -7.633 -0.07 0.16 -0.54 0.006
H 1.727 1.238 -7.975 -0.12 -0.05 0.05 0.000
H 0.856 2.796 -7.811 0.25 0.07 -0.38 0.000
H 2.463 1.635 -5.546 -0.55 -1.44 0.22 0.002
H 1.779 3.099 -5.583 -0.08 0.76 -0.16 0.005
H 0.426 2.610 -3.696 0.51 -0.44 -0.03 0.001
H -0.892 3.065 -4.697 -0.33 0.30 0.25 0.001
H -1.888 1.344 -2.979 0.44 1.19 0.35 0.000
H -0.702 0.250 -3.430 0.22 -0.17 -0.64 0.000
H -1.986 0.881 -4.559 0.42 -0.53 -0.44 0.000
C -0.439 -3.572 -6.917 -0.42 0.06 -0.69 0.000
C -0.200 -3.291 -5.438 -1.15 0.93 -0.75 0.002
O -1.260 -3.928 -4.742 0.38 -0.93 0.01 0.002
C -1.419 -3.599 -3.357 0.13 0.53 -1.54 0.002
C -2.278 -2.368 -3.254 -0.97 1.11 -0.30 0.000
H -0.498 -4.622 -7.203 0.31 -0.15 0.33 0.000
H -1.406 -3.165 -7.215 -0.37 -0.03 0.42 0.000
H 0.197 -3.059 -7.638 0.72 -0.06 0.49 0.000
H 0.811 -3.473 -5.075 -0.09 -0.64 0.12 0.002
H -0.371 -2.219 -5.333 0.31 0.40 0.15 0.000
H -2.008 -4.433 -2.975 0.68 -0.04 0.61 0.000
H -0.426 -3.426 -2.942 -0.03 -0.43 0.54 0.003
H -3.308 -2.658 -3.461 -0.26 -0.05 0.64 0.000
H -2.169 -1.585 -4.004 0.89 -0.31 -0.47 0.000
H -2.174 -1.770 -2.348 -0.24 -0.50 0.50 0.000
C -5.502 3.669 6.132 -0.19 -0.84 0.41 0.000
C -5.191 2.192 6.672 0.45 2.20 -2.06 0.000
C -4.586 1.337 5.541 -1.40 0.39 -0.46 0.000
O -4.156 2.351 7.627 -0.49 -0.30 0.56 0.000
H -6.354 3.804 5.465 0.05 -0.85 -0.53 0.000
H -4.606 4.039 5.633 -0.04 0.12 0.10 0.000
H -5.828 4.366 6.904 0.66 -0.18 0.61 0.000
H -6.121 1.764 7.044 0.15 -0.22 0.41 0.000
H -5.230 1.392 4.664 -0.31 -0.25 -0.02 0.000
H -4.532 0.293 5.852 0.33 -0.02 -0.08 0.000
H -3.641 1.729 5.164 0.21 -0.10 0.54 0.000
H -3.549 1.647 7.386 0.59 0.07 0.37 0.000
C 3.745 2.989 -1.885 -0.85 0.15 0.18 0.027
C 4.415 1.824 -2.539 0.57 -1.20 1.16 0.032
C 4.925 2.002 -3.942 0.92 0.24 -0.39 0.073
O 5.453 1.496 -1.571 -0.54 0.55 -0.49 0.149
H 3.224 2.643 -0.993 0.43 -0.13 0.40 0.003
H 2.893 3.355 -2.459 0.29 0.53 -0.53 0.003
H 4.490 3.733 -1.602 -0.30 0.26 -0.20 0.006
H 3.709 0.994 -2.525 -0.21 -0.19 -0.14 0.011
H 5.194 1.095 -4.482 -0.46 -0.56 0.33 0.026
H 5.905 2.479 -3.925 -0.19 0.70 0.05 0.016
H 4.217 2.543 -4.570 0.05 0.27 0.02 0.006
H 6.082 0.877 -1.949 0.26 -0.56 -0.26 0.084
C 2.495 2.310 1.865 0.28 -0.43 1.28 0.005
C 3.277 3.576 2.218 -0.08 -0.43 -2.51 0.007
C 2.406 4.575 2.900 0.44 0.08 0.92 0.004
O 4.517 3.363 2.904 -0.92 -0.02 0.56 0.014
H 1.565 2.514 1.334 0.37 0.09 -0.53 0.000
H 2.132 1.797 2.756 0.07 0.12 0.46 0.001
H 3.123 1.543 1.411 -0.12 0.19 -0.61 0.005
H 3.574 3.994 1.256 -0.02 0.26 -0.36 0.002
H 3.089 5.363 3.219 -0.32 0.11 0.65 0.001
H 1.926 4.005 3.695 -0.03 0.60 0.64 0.000
H 1.613 5.061 2.332 0.17 -0.42 -0.50 0.001
H 4.997 2.731 2.363 0.22 -0.14 -0.03 0.008
C 4.930 -1.658 2.949 -0.28 0.15 -0.55 0.018
C 5.753 -1.569 1.646 1.28 0.85 1.89 0.053
O 5.698 -2.767 0.956 -0.66 -0.70 -0.65 0.092
H 3.886 -1.402 2.768 -0.15 -0.10 -0.07 0.001
H 5.262 -1.003 3.754 0.30 0.28 -0.26 0.003
H 4.960 -2.664 3.367 0.09 -0.14 -0.25 0.002
H 6.801 -1.415 1.902 0.40 0.00 0.63 0.015
H 5.621 -0.661 1.056 -1.08 -0.05 -0.32 0.014
H 6.363 -2.691 0.268 0.02 -0.24 -0.47 0.042
C -4.340 0.938 1.652 -1.98 -0.25 -0.34 0.000
C -3.787 1.247 0.271 -0.24 -1.53 0.27 0.000
O -2.851 2.200 0.435 2.30 2.57 0.39 0.000
H -3.644 0.697 2.455 0.43 0.09 -0.51 0.000
H -5.068 0.129 1.586 0.13 -0.48 -0.02 0.000
H -4.983 1.745 2.002 0.31 0.45 0.06 0.000
H -4.446 1.623 -0.512 -1.10 -0.56 0.37 0.000
H -3.280 0.371 -0.136 -0.25 -0.67 -0.16 0.000
H -2.848 2.765 -0.341 0.57 0.43 -0.07 0.000